i.
The following is a quantum chemistry calculation of a molecular structure, C6H16O2, from the OMol25 dataset.

Computed properties:
E_HOMO ... -8.817 eV
LUMO level ... -0.063 eV
Gap between HOMO and LUMO ... 8.75 eV

CARTESIAN COORDINATES (ANGSTROEM)
C -1.91878 0.28460 1.61088
C -2.06562 -0.34763 0.23389
C -1.50054 0.51782 -0.91348
C -0.00765 0.55815 -0.90212
C 0.80186 -0.37306 -1.54480
C 2.26820 -0.16433 -1.56396
H -0.88562 0.55975 1.81816
H -2.20366 -0.48327 2.33220
H -2.58482 1.13347 1.76907
H -3.12620 -0.50463 0.02319
H -1.61412 -1.34247 0.21092
H -1.90583 1.52453 -0.80342
H -1.82703 0.22958 -1.91901
H 0.51789 1.45689 -0.59645
H 0.30282 -0.94575 -2.32244
H 2.82757 -1.09206 -1.71467
H 2.60482 0.29678 -0.63293
H 2.56852 0.36205 -2.47903
H 1.65743 -1.59752 1.62812
H 0.51527 -0.57123 -0.25609
O 0.89489 -1.33218 1.09043
H 1.21662 -0.09354 1.22930
H 1.75661 0.95309 2.32759
O 1.70738 0.97098 1.37464

ii.
The following is a quantum chemistry calculation of 3 unconnected molecules or ions with the total composition C6H16O2, from the OMol25 dataset.

Computed properties:
E_HOMO ... -9.323 eV
LUMO level ... 0.441 eV
Gap between HOMO and LUMO ... 9.76 eV

CARTESIAN COORDINATES (ANGSTROEM)
C 1.47674 -1.44320 2.19378
C 1.00367 -1.87200 0.85355
C 0.79744 -0.96632 -0.08880
C 0.13778 -1.32270 -1.44371
C -1.10328 -0.52037 -1.61208
C -2.22862 -1.14542 -0.85988
H 1.57210 -0.31436 2.08204
H 2.44301 -2.10808 2.43176
H 0.92694 -1.71978 3.06132
H 0.59405 -2.98003 0.83068
H 1.10254 0.17843 0.05566
H 0.77736 -1.09995 -2.27219
H -0.09696 -2.37994 -1.36599
H -0.89811 0.51255 -1.28771
H -1.41810 -0.38252 -2.69973
H -2.65394 -1.93863 -1.54505
H -3.01304 -0.38615 -0.71000
H -2.01254 -1.65763 0.04400
O -1.98614 3.16696 0.67727
H -2.85412 2.78682 0.69765
H -1.73232 2.91051 1.60830
O 2.34192 2.70508 -0.15097
H 2.23230 1.91760 0.36080
H 1.68218 3.30500 0.24099

Least stable of them? i.

i.
The following is a quantum chemistry calculation of 11 unconnected molecules or ions with the total composition C11H44O11, from the OMol25 dataset.

Computed properties:
E_HOMO ... -9.681 eV
LUMO level ... 0.015 eV
Gap between HOMO and LUMO ... 9.70 eV

CARTESIAN COORDINATES (ANGSTROEM)
C -30.66732 8.63524 -5.77635
O -31.44051 8.65273 -4.59147
H -30.66423 9.61756 -6.25706
H -29.60985 8.40853 -5.56864
H -31.06176 7.85995 -6.42259
H -31.03881 9.24219 -3.94843
C -30.71161 13.08808 -6.04540
O -31.33302 14.09848 -5.23977
H -29.64203 13.26980 -6.05690
H -30.86994 12.09307 -5.61597
H -31.14863 13.11983 -7.04496
H -32.25179 13.84137 -5.12316
C -34.20065 13.12546 -11.38744
O -34.69862 11.77652 -11.25386
H -33.90458 13.45802 -10.39393
H -33.32065 13.11142 -12.02764
H -35.00260 13.78068 -11.72728
H -34.84599 11.43380 -12.14100
C -29.12957 10.44885 -8.44186
O -28.44364 10.46651 -9.69395
H -28.55140 9.89588 -7.69720
H -29.31824 11.45479 -8.06755
H -30.08425 9.92583 -8.52907
H -27.65723 9.93363 -9.56159
C -35.74528 15.45900 -8.62787
O -34.75134 14.56177 -8.13071
H -35.64517 16.45837 -8.19487
H -35.66712 15.47602 -9.70801
H -36.74421 15.10958 -8.34300
H -34.70616 14.63070 -7.17387
C -33.49467 11.58722 -7.81136
O -32.57069 10.53258 -7.71247
H -33.15390 12.36053 -8.49935
H -34.48788 11.20231 -8.07503
H -33.61335 11.98142 -6.79730
H -32.26312 10.25779 -8.58549
C -33.21686 6.44378 -8.05089
O -33.74233 7.11457 -9.19824
H -33.49390 5.40085 -8.14739
H -32.12949 6.55570 -7.99548
H -33.62678 6.87292 -7.13172
H -33.30694 7.96997 -9.27466
C -31.13924 8.46927 -10.68103
O -32.18253 9.33595 -10.22575
H -30.94436 7.68608 -9.94960
H -31.47313 7.86261 -11.53419
H -30.23618 9.01238 -10.95113
H -32.43369 9.89292 -10.96874
C -36.40278 9.25146 -8.88478
O -36.16554 9.42356 -10.26255
H -36.85932 10.14549 -8.43461
H -37.08023 8.41095 -8.77594
H -35.47455 9.05303 -8.33552
H -35.57540 10.17547 -10.37993
C -32.08535 16.25556 -8.74550
O -32.24228 16.97867 -7.53901
H -31.96025 15.17577 -8.59006
H -32.94125 16.35788 -9.42135
H -31.18093 16.61432 -9.23021
H -32.99850 16.62199 -7.06733
C -36.19904 13.50214 -4.25928
O -35.82542 14.82620 -3.81489
H -37.24531 13.50502 -4.55388
H -35.53188 13.16483 -5.05483
H -36.03447 12.84500 -3.40845
H -35.40513 15.30133 -4.53444

ii.
The following is a quantum chemistry calculation of 11 unconnected molecules or ions with the total composition C11H44O11, from the OMol25 dataset.

Computed properties:
E_HOMO ... -9.516 eV
LUMO level ... 0.469 eV
Gap between HOMO and LUMO ... 9.99 eV

CARTESIAN COORDINATES (ANGSTROEM)
C -18.20391 5.84509 -9.06114
O -19.32542 6.10347 -8.16188
H -17.78672 4.83836 -9.03755
H -18.50724 5.95497 -10.10229
H -17.41348 6.51449 -8.72168
H -18.92310 6.25255 -7.30310
C -12.10413 10.51754 -8.33853
O -12.17805 11.67060 -7.52801
H -11.97440 9.66361 -7.67364
H -13.01234 10.31886 -8.90755
H -11.34922 10.59365 -9.12110
H -11.32905 12.09888 -7.65975
C -12.48910 2.51625 -6.80708
O -13.28246 3.71505 -6.86111
H -12.57516 2.08551 -5.80951
H -12.79188 1.81491 -7.58458
H -11.43171 2.73556 -6.95521
H -14.14307 3.50216 -6.49285
C -18.15055 7.92954 -5.19517
O -18.34885 6.55451 -5.60003
H -17.09128 8.17101 -5.28297
H -18.78310 8.52872 -5.85013
H -18.46522 8.13113 -4.17123
H -18.44867 6.05522 -4.78618
C -15.78864 5.99316 -11.88094
O -16.12264 4.70499 -12.37160
H -15.29923 5.90531 -10.91096
H -15.13872 6.53191 -12.57047
H -16.66643 6.62163 -11.73057
H -16.95066 4.75615 -12.85468
C -17.49944 9.07176 -9.57510
O -16.12292 9.00605 -9.87301
H -18.00693 10.03224 -9.66469
H -18.11719 8.47101 -10.24263
H -17.63338 8.70979 -8.55572
H -16.00254 9.17575 -10.81019
C -14.31885 9.63538 -2.10523
O -14.49736 8.94385 -3.32701
H -13.28208 9.91957 -1.92512
H -14.95315 10.51358 -1.98476
H -14.54402 9.01017 -1.24122
H -14.32290 9.54678 -4.05340
C -14.62031 7.34858 -7.11648
O -13.95141 7.60956 -8.31779
H -14.32622 6.40618 -6.65442
H -14.50249 8.12501 -6.36059
H -15.70015 7.30835 -7.25948
H -14.60021 8.00463 -8.90478
C -10.71798 6.30474 -8.42466
O -11.45232 7.35823 -9.08406
H -11.38173 5.91635 -7.65221
H -10.43239 5.48513 -9.08401
H -9.85511 6.60990 -7.83267
H -12.37305 7.31463 -8.81583
C -13.02830 11.84784 -4.34706
O -13.67563 10.82303 -5.10846
H -13.69447 12.14645 -3.53765
H -12.11049 11.56765 -3.83013
H -12.85971 12.71635 -4.98375
H -13.04417 10.64972 -5.81048
C -15.50175 5.38963 -3.54412
O -14.63640 6.28452 -2.82522
H -16.52084 5.77285 -3.59612
H -15.17257 5.29036 -4.57847
H -15.60452 4.38049 -3.14516
H -14.83785 7.18593 -3.08688

Least stable of them? i.

i.
The following is a quantum chemistry calculation of 2 unconnected molecules or ions with the total composition C12H15N2O, from the OMol25 dataset.

Computed properties:
Charge ... +1
E_HOMO ... -11.608 eV
LUMO level ... -3.831 eV
Gap between HOMO and LUMO ... 7.78 eV

CARTESIAN COORDINATES (ANGSTROEM)
C 3.98909 -1.08966 -1.42359
C 3.31891 -2.05910 -2.46107
N 1.96439 -1.60295 -2.75039
C 1.74489 -0.42528 -1.95115
C 0.47450 0.52373 -1.77685
C -0.71709 -0.60342 -1.22137
C -1.41012 -1.53153 -2.45890
O -2.13709 -0.32451 -1.67058
N 2.93177 -0.08980 -1.18324
H 5.04392 -1.12214 -0.98398
H 3.85638 -2.97776 -2.88173
H 1.25272 -1.99068 -3.38940
H 0.54774 1.27097 -0.91580
H 0.04351 0.94237 -2.74817
H -0.52196 -1.14439 -0.16085
H -1.66596 -0.99518 -3.43564
H -2.24677 -2.23859 -2.08025
H 3.05166 0.71851 -0.54859
C -1.19947 2.48966 2.43084
C -1.78472 1.62335 1.51166
C -2.20780 0.36006 1.91628
C -2.05418 -0.03289 3.24313
C -1.47229 0.83498 4.16274
C -1.04098 2.09432 3.75630
H -0.86684 3.47314 2.11462
H -1.91076 1.93287 0.47832
H -2.65818 -0.31786 1.19815
H -2.38831 -1.01545 3.55991
H -1.35423 0.52903 5.19731
H -0.58272 2.76824 4.47227

ii.
The following is a quantum chemistry calculation of 2 unconnected molecules or ions with the total composition C12H15N2O, from the OMol25 dataset.

Computed properties:
Charge ... +1
E_HOMO ... -11.693 eV
LUMO level ... -2.983 eV
Gap between HOMO and LUMO ... 8.71 eV

CARTESIAN COORDINATES (ANGSTROEM)
C -1.98990 0.35510 -3.67758
C -1.94280 1.69840 -3.61916
N -0.91670 2.04129 -2.76832
C -0.33649 0.93536 -2.30575
C 0.78361 0.79093 -1.35020
C 0.37654 1.48672 -0.06992
C 0.50413 2.99160 -0.11423
O 1.38195 1.98831 0.64374
N -0.97086 -0.09916 -2.85615
H -2.64717 -0.26881 -4.24244
H -2.59328 2.38001 -4.12527
H -0.61025 2.96473 -2.50729
H 0.93780 -0.24656 -1.08010
H 1.68502 1.29725 -1.66816
H -0.46831 1.08523 0.45497
H 1.32381 3.45261 -0.64969
H 0.18142 3.53624 0.75683
H -0.74812 -1.06891 -2.70496
C 1.39231 -2.78234 1.82734
C 1.43444 -1.39694 1.91469
C 0.54299 -0.72466 2.73977
C -0.38638 -1.43822 3.48420
C -0.42636 -2.82303 3.39911
C 0.46008 -3.49478 2.56885
H 2.08835 -3.30706 1.18536
H 2.16741 -0.84049 1.34115
H 0.57502 0.35633 2.80596
H -1.07744 -0.91545 4.13238
H -1.14789 -3.37953 3.98229
H 0.42707 -4.57417 2.50261

iii.
The following is a quantum chemistry calculation of a gas-phase ion, C12H15N2O (charge +1), from the OMol25 dataset.

Computed properties:
Charge ... +1
E_HOMO (alpha / beta) ... -12.220 / -11.915 eV
LUMO level (alpha / beta) ... -4.368 / -3.836 eV
Gap between HOMO and LUMO (alpha / beta) ... 7.85 / 8.08 eV

CARTESIAN COORDINATES (ANGSTROEM)
C 1.69901 -2.92642 1.65021
C 0.64692 -3.61495 2.06873
C 1.63936 -1.57328 1.35515
C -0.51928 -2.86288 2.35343
C 0.43665 -0.90368 1.51937
C -0.64172 -1.57910 2.01982
C 0.62722 0.52457 1.13797
C -0.00699 2.62582 0.28105
C -1.16248 3.11347 -0.54913
C -1.07986 0.82228 -0.63220
C 0.31556 -0.12992 -2.53647
C -0.88330 -0.37871 -1.51370
N -0.10289 1.19791 0.22402
N -1.41762 2.04287 -1.45879
O 1.49111 1.15047 1.69767
H 2.44972 -3.54467 1.32153
H 0.64483 -4.71981 2.16116
H 2.49545 -1.04241 1.16879
H -1.13477 -3.39265 3.05976
H 1.04794 2.77921 -0.12336
H -0.03238 2.92044 1.29306
H -1.92975 3.34281 0.16457
H -0.86922 4.00280 -1.14012
H 0.03658 -0.11884 -3.60035
H 1.05996 -0.89720 -2.58197
H 0.82176 0.90884 -2.26894
H -0.70722 -1.20647 -0.75247
H -1.75213 -0.49649 -2.19687
H -2.38533 1.99115 -1.83605
H -0.78715 1.96483 -2.28586

Least stable of them? i.

i.
The following is a quantum chemistry calculation of a molecular structure, C4H6N2, from the OMol25 dataset.

Computed properties:
Charge ... +2
E_HOMO ... -22.595 eV
LUMO level ... -12.006 eV
Gap between HOMO and LUMO ... 10.59 eV

CARTESIAN COORDINATES (ANGSTROEM)
C -1.14689 1.32613 -0.11735
C -1.79128 -0.81606 0.03501
C 0.15112 1.59481 0.09647
C 0.50338 -0.05298 -0.11892
N -2.06888 0.54949 0.02116
N -0.53542 -1.10562 0.04095
H -2.85776 -1.75152 -0.04026
H 0.64375 2.08694 -0.72544
H 0.18888 1.92419 1.11088
H 0.97684 -0.22584 -1.07381
H 1.45424 -0.39960 0.55024
H -0.05674 -1.95937 0.17901

ii.
The following is a quantum chemistry calculation of a gas-phase ion, C4H6N2 (charge +2), from the OMol25 dataset.

Computed properties:
Charge ... +2
E_HOMO ... -22.293 eV
LUMO level ... -9.705 eV
Gap between HOMO and LUMO ... 12.59 eV

CARTESIAN COORDINATES (ANGSTROEM)
C -0.62896 -0.26366 1.86974
N 0.18404 -0.81580 1.28882
C 1.00536 -1.16445 0.24541
C 0.64307 -0.28191 -0.90941
N -0.22720 0.60023 -0.81258
C -1.01776 1.53763 -0.94474
H -1.33029 0.12223 2.58760
H 0.88644 -2.23298 -0.00764
H 2.06558 -1.02734 0.52513
H 1.17702 -0.42510 -1.85392
H -0.70861 2.56096 -0.71068
H -2.04869 1.39018 -1.27773

iii.
The following is a quantum chemistry calculation of a gas-phase ion, C4H6N2 (charge +2), from the OMol25 dataset.

Computed properties:
Charge ... +2
E_HOMO (alpha / beta) ... -21.647 / -22.130 eV
LUMO level (alpha / beta) ... -14.239 / -13.334 eV
Gap between HOMO and LUMO (alpha / beta) ... 7.41 / 8.80 eV

CARTESIAN COORDINATES (ANGSTROEM)
C 1.00109 1.11878 0.00523
C -0.37236 -1.25370 0.04587
C -1.15028 -0.08805 0.20509
C 1.06919 -1.30211 -0.11099
N -0.38438 1.14637 -0.10194
N 1.69705 0.02729 0.18937
H 1.46210 2.04612 0.11251
H -1.82229 -0.28967 -0.54234
H -1.69724 -0.19836 1.10055
H 1.58819 -2.16330 0.56979
H 1.39287 -1.59045 -1.15223
H -0.95915 1.84982 -0.48312

Least stable of them? iii.